# 1
Molecular formula: C24H22N8O7P2Sr
Method: DFT, the ωB97M-V functional and the def2-TZVPD basis

The calculation puts the largest force on an atom at 7.6 eV/Å. The net charge is 0. The calculation puts the energy above the lowest of the compared OMol25 structures with the same formula, charge and spin at 325.9 kJ/mol. For the HOMO energy, the calculation gives -7.22 eV. The value obtained for the frontier orbital gap is 6.82 eV.

Geometry as XYZ:
```
64
Properties=species:S:1:pos:R:3:forces:R:3:lowdin_charge:R:1
Sr -0.739 0.335 0.479 5.074 1.029 -5.615 1.59
P -3.085 -0.675 1.756 -1.366 -0.611 0.788 0.46
P -1.171 1.197 3.088 -0.168 0.274 1.447 0.31
O -1.716 -1.490 1.536 -0.984 -0.591 0.297 -0.25
O -3.063 0.483 0.621 -1.030 -0.461 0.354 -0.27
O -0.884 2.030 4.409 0.007 -0.289 -0.063 -0.07
O -0.104 0.176 2.776 0.058 -0.228 0.662 -0.39
O -4.286 -1.502 1.775 0.258 0.191 -0.051 -0.20
O -1.449 2.119 1.935 -0.448 0.666 0.164 -0.39
O -2.517 -0.679 4.344 0.040 -0.045 -0.101 -0.03
N -4.147 2.069 -2.642 -0.168 -0.004 -0.022 0.10
N -2.605 4.785 0.209 -0.171 -0.304 -0.072 0.12
N -1.736 5.475 0.953 0.264 0.106 0.015 0.03
N -0.306 -1.336 -1.471 -0.229 -0.092 0.121 -0.06
N -1.465 2.078 -1.880 -0.286 -0.106 0.235 0.11
N 7.404 -5.918 -1.222 -0.012 0.009 0.003 0.16
N -0.491 4.134 -0.213 0.041 -0.290 -0.136 0.14
N 1.530 0.790 -0.665 -0.039 -0.026 0.299 -0.05
C 2.236 1.906 -0.580 -0.092 -0.155 -0.021 -0.16
C -0.477 5.077 0.688 -0.173 0.177 0.185 -0.16
C 3.631 1.666 -0.680 0.093 0.044 0.010 -0.08
C 3.772 0.311 -0.817 0.039 -0.101 -0.013 -0.03
C -2.741 0.266 3.300 -0.079 -0.106 0.437 -0.59
C -3.678 2.962 -1.787 0.222 0.125 0.038 -0.07
C -2.334 2.976 -1.406 -0.192 -0.248 -0.398 -0.22
C -0.787 -3.488 -2.043 -0.049 -0.140 -0.059 -0.08
C 6.514 -5.191 -1.201 0.445 -0.363 -0.008 -0.19
C 3.643 -3.140 -2.326 -0.028 0.029 -0.016 -0.01
C 3.261 -2.529 -1.135 0.103 -0.083 0.105 -0.19
C 2.123 -1.577 -1.094 -0.052 0.471 0.039 -0.05
C 5.413 -4.290 -1.176 -0.471 0.379 -0.022 -0.23
C 5.032 -3.685 0.022 -0.007 -0.022 -0.079 -0.01
C 0.553 -3.448 -1.732 0.001 -0.038 0.049 -0.04
C 2.453 -0.244 -0.816 -0.100 -0.154 -0.131 -0.27
C -3.907 1.189 3.606 -0.229 0.156 0.008 -0.05
C 3.965 -2.805 0.034 0.027 -0.024 -0.044 -0.01
C -3.279 1.192 -3.130 0.197 -0.105 -0.072 -0.11
C -1.818 3.971 -0.472 0.207 0.489 0.347 -0.35
C -1.939 1.193 -2.755 -0.098 0.049 0.033 -0.11
C 4.716 -4.012 -2.354 0.055 -0.024 0.103 -0.01
C -1.263 -2.173 -1.865 0.101 0.037 0.095 -0.19
C 0.850 -2.103 -1.381 0.004 0.127 -0.070 -0.28
H -1.237 0.460 -3.132 -0.008 -0.018 0.013 0.10
H 4.688 -0.243 -0.949 0.019 0.009 -0.002 0.11
H -3.759 1.650 4.583 0.053 0.013 -0.019 0.09
H -1.038 -1.080 2.130 0.301 -0.839 1.105 0.01
H -3.263 -1.293 4.382 -0.029 0.035 0.013 0.11
H -3.661 0.463 -3.834 0.037 -0.009 -0.006 0.11
H 5.575 -3.906 0.930 0.008 -0.008 0.002 0.12
H 4.411 2.410 -0.664 0.013 0.000 -0.002 0.09
H -2.061 6.179 1.591 -0.005 0.015 0.007 0.15
H 1.736 2.857 -0.461 -0.026 0.008 -0.001 0.08
H 0.394 5.494 1.166 -0.002 0.029 0.021 0.13
H 5.019 -4.480 -3.279 0.013 -0.009 -0.007 0.12
H -2.626 1.271 1.040 -0.981 0.889 0.208 -0.01
H 3.096 -2.919 -3.233 0.011 -0.004 0.000 0.13
H -4.370 3.695 -1.392 0.009 -0.002 0.029 0.12
H -1.362 -4.343 -2.360 -0.009 -0.004 0.003 0.09
H -4.841 0.625 3.626 0.024 0.004 -0.029 0.09
H -3.991 1.977 2.856 -0.062 0.003 0.048 0.09
H -2.281 -1.828 -2.008 -0.007 0.010 0.002 0.10
H 3.666 -2.325 0.957 0.002 0.004 0.005 0.13
H 1.249 -4.273 -1.749 -0.021 0.033 0.002 0.11
H -0.455 1.514 5.112 -0.108 0.092 -0.236 0.11
```
Forces are in eV/Å.

# 2
Molecular formula: C4H20NO7
Method: DFT, the ωB97M-V functional and the def2-TZVPD basis

The calculation puts the largest force on an atom at 1.8 eV/Å. The net charge is 0. The calculation puts the energy above the lowest of the compared OMol25 structures with the same formula, charge and spin at 0.0 kJ/mol. For the HOMO energy (spin up / spin down), the calculation gives -2.55 / -10.59 eV. As for the expectation value of S²: 0.75. The spin multiplicity is 2. The value obtained for the frontier orbital gap (spin up / spin down) is 2.65 / 10.50 eV.

Geometry as XYZ:
```
32
Properties=species:S:1:pos:R:3:forces:R:3:lowdin_charge:R:1
O -1.953 1.615 2.038 0.206 -0.230 0.325 -0.12
O -2.551 -0.845 -0.612 0.113 -0.073 -0.005 -0.14
O 2.916 -1.341 -1.043 0.752 -0.097 -0.217 0.10
O -2.240 3.253 -0.209 0.036 0.248 -0.115 -0.09
O 0.232 1.088 -3.424 0.511 0.264 -0.229 -0.06
O -0.260 -1.355 -2.232 0.775 0.014 0.036 -0.10
O 3.700 0.364 0.123 0.096 0.146 0.166 0.13
N -0.590 -0.843 1.477 1.071 -0.162 0.211 0.17
C 1.780 -1.341 2.269 0.129 -1.024 -0.194 -0.06
C 2.754 -0.265 -0.239 -0.667 -0.358 -0.382 -0.55
C 0.835 -1.103 1.115 -0.234 -0.002 -0.075 -0.39
C 1.305 -0.018 0.162 0.480 1.478 -0.816 -0.09
H -0.750 0.045 1.943 -0.068 0.799 -0.271 0.08
H 1.953 -0.479 2.900 0.316 0.128 -0.074 0.09
H -1.818 4.109 -0.063 0.042 -0.014 0.017 0.04
H 0.845 1.625 -2.908 -0.214 0.114 0.326 0.05
H 2.136 -1.606 -1.546 -0.560 0.121 0.238 0.09
H -0.201 -0.514 -2.726 -0.164 -0.254 0.056 -0.01
H -3.155 -1.560 -0.371 -0.170 0.013 0.066 0.03
H -1.088 -0.857 0.575 -1.054 0.023 0.138 0.08
H -3.098 -0.105 -0.906 -0.073 0.037 0.107 0.03
H 1.239 1.030 0.466 0.183 -0.292 1.082 0.13
H 1.540 -2.208 2.877 -0.977 0.143 0.349 0.07
H -0.804 -1.952 -2.746 -0.224 -0.048 -0.067 0.04
H 0.760 0.936 -4.218 -0.242 -0.175 -0.203 0.06
H 0.709 0.077 -0.750 -0.167 -0.890 0.050 0.08
H -2.628 3.332 -1.089 -0.080 -0.104 0.034 0.04
H -1.725 1.837 2.945 -0.069 0.044 0.324 0.03
H 2.667 -1.796 1.822 0.577 0.886 -0.072 0.09
H -0.937 -1.524 2.172 -0.293 -0.533 -0.368 0.07
H -2.350 2.413 1.677 -0.061 0.040 -0.458 0.00
H 0.778 -2.011 0.521 0.030 -0.239 0.024 0.13
```
Forces are in eV/Å.

# 3
Molecular formula: C29H50MoP2
Method: DFT, the ωB97M-V functional and the def2-TZVPD basis

The calculation puts the largest force on an atom at 5.0 eV/Å. The net charge is +2. The calculation puts the energy above the lowest of the compared OMol25 structures with the same formula, charge and spin at 0.0 kJ/mol. For the HOMO energy (spin up / spin down), the calculation gives -12.86 / -12.86 eV. As for the expectation value of S²: 2.03. The spin multiplicity is 3. The value obtained for the frontier orbital gap (spin up / spin down) is 4.50 / 4.89 eV.

Geometry as XYZ:
```
82
Properties=species:S:1:pos:R:3:forces:R:3:lowdin_charge:R:1
Mo 0.842 -1.318 0.186 -0.017 2.403 4.364 1.15
P 0.393 -0.187 -1.818 -0.075 1.278 -4.076 0.73
P 2.148 -2.271 -1.433 0.755 -0.531 -3.696 0.74
C -0.834 -1.880 1.632 0.175 -1.215 -0.234 -0.29
C 2.513 2.230 3.880 -0.229 -0.065 0.473 -0.04
C -3.352 4.052 -0.987 0.877 0.173 0.020 -0.19
C 3.008 3.386 1.732 -0.065 0.379 -0.375 -0.04
C 0.222 -0.533 3.602 -0.093 0.461 0.022 0.01
C 2.489 1.027 1.729 0.029 0.071 -0.318 -0.07
C -4.290 2.230 -3.135 0.400 0.613 -0.962 -0.19
C -4.840 4.130 -0.812 -0.101 0.122 0.478 -0.10
C 1.352 -2.391 2.215 -0.721 -0.172 0.329 -0.28
C -0.506 -0.702 -3.364 -0.693 -0.563 0.269 -0.22
C 4.626 1.720 2.665 0.487 -0.370 -0.163 -0.03
C -5.728 2.568 -2.647 0.810 -0.692 -0.242 -0.17
C 1.616 -4.645 0.949 0.209 -0.356 -0.244 -0.01
C 1.927 0.214 0.997 -0.360 -0.174 -0.671 -0.11
C -3.526 1.291 -2.242 -0.344 -0.483 0.035 -0.11
C 0.239 1.574 -2.190 0.141 0.705 0.691 -0.24
C 2.656 -2.337 2.930 0.365 0.126 0.089 0.01
C -2.170 -1.231 1.599 -0.196 0.440 -0.190 -0.01
C -3.150 1.480 -0.966 0.280 -0.149 -0.191 -0.12
C 3.154 2.078 2.499 -0.204 0.131 0.208 -0.63
C 0.243 -1.544 2.517 0.907 -0.501 -0.260 -0.23
C -1.352 -3.831 0.012 -0.278 -0.298 -0.383 -0.02
C -2.691 2.775 -0.372 -0.952 0.960 0.486 -0.19
C 3.881 -2.646 -1.663 0.732 -0.573 0.902 -0.20
C -5.796 3.461 -1.454 -0.389 0.179 0.297 -0.11
C 0.932 -3.349 1.223 -0.704 0.040 0.456 -0.32
C 1.167 -3.457 -2.464 0.212 -0.102 0.160 -0.21
C -0.434 -3.028 0.862 -0.098 -0.290 0.881 -0.33
C 2.083 -0.690 -2.442 -0.368 -0.093 0.633 -0.44
H 1.153 -5.430 1.572 0.226 0.295 -0.215 0.12
H -4.365 1.774 -4.139 0.025 0.189 0.438 0.11
H 0.543 2.207 -1.354 0.064 -0.007 -0.137 0.05
H 3.199 -1.405 2.718 -0.230 -0.247 0.053 0.08
H -1.595 2.890 -0.501 -0.417 -0.247 0.052 0.09
H 2.605 1.313 4.475 0.051 0.182 -0.095 0.09
H -3.752 3.174 -3.265 -0.298 -0.280 -0.357 0.09
H 4.297 -3.228 -0.836 0.044 -0.041 -0.226 0.06
H 3.303 -3.169 2.646 -0.083 0.073 0.189 0.09
H 0.822 0.339 3.323 -0.188 -0.213 0.165 0.05
H 3.474 3.305 0.747 0.020 0.091 0.109 0.09
H 1.953 3.638 1.583 0.145 0.019 0.094 0.09
H -0.802 -0.201 3.776 0.093 0.014 0.151 0.10
H 3.019 3.042 4.425 -0.184 -0.272 -0.216 0.11
H 3.489 4.193 2.293 -0.070 -0.087 -0.125 0.10
H -2.646 -1.382 0.627 0.004 0.083 0.138 0.08
H -0.442 0.130 -4.079 -0.003 -0.182 0.346 0.07
H -0.090 -1.584 -3.859 -0.099 0.127 0.314 0.03
H -2.866 -1.604 2.361 0.328 -0.165 -0.027 0.12
H -1.871 -3.192 -0.707 -0.019 -0.134 -0.047 0.08
H -2.911 4.935 -0.490 -0.076 -0.406 -0.249 0.12
H 1.501 -3.400 -3.506 0.042 -0.041 0.189 0.07
H 2.860 0.036 -2.135 -0.335 -0.535 -0.026 0.07
H 1.325 -4.475 -2.096 0.070 0.117 -0.127 0.05
H -3.063 4.113 -2.042 0.107 0.190 0.480 0.09
H -3.357 0.316 -2.714 -0.866 -0.202 0.673 0.08
H 5.104 1.654 1.685 0.097 0.057 0.095 0.09
H -6.249 1.626 -2.415 0.018 0.235 -0.116 0.12
H 2.099 -0.867 -3.537 0.048 0.120 0.619 0.09
H 5.140 2.482 3.262 -0.168 -0.108 -0.140 0.11
H 2.685 -4.609 1.181 -0.221 -0.001 0.017 0.09
H -2.132 -4.337 0.596 0.220 0.165 0.071 0.11
H 1.448 2.479 3.801 0.178 0.053 0.032 0.09
H 4.747 0.752 3.161 0.005 0.133 0.033 0.09
H -2.054 -0.158 1.783 -0.190 -0.052 -0.117 0.09
H 0.862 1.776 -3.069 -0.103 -0.019 0.185 0.07
H -2.871 2.750 0.717 0.055 0.168 -0.288 0.11
H -0.818 -4.613 -0.532 -0.051 0.133 0.001 0.08
H 0.088 -3.264 -2.426 0.345 0.090 0.114 0.03
H -1.562 -0.889 -3.133 0.185 0.057 -0.210 0.04
H -3.161 0.631 -0.266 0.854 -0.023 -0.620 0.08
H -5.109 4.832 -0.008 -0.278 -0.583 -0.287 0.11
H 4.401 -1.687 -1.708 0.033 -0.177 0.048 0.06
H -6.261 3.023 -3.503 0.117 -0.091 0.425 0.13
H 1.521 -4.958 -0.093 -0.063 -0.052 0.204 0.06
H -6.816 3.552 -1.079 0.147 0.335 -0.059 0.11
H -0.809 1.777 -2.428 0.083 -0.008 0.088 0.03
H 4.021 -3.186 -2.602 -0.072 0.043 0.065 0.08
H 0.642 -0.921 4.540 -0.166 -0.094 -0.280 0.11
H 2.481 -2.358 4.014 0.090 -0.160 -0.211 0.11
```
Forces are in eV/Å.

- net charge of number 3 (C29H50MoP2)?
  +2